Entry 1:
Here is an isolated molecule of C5H14N2O from the Open Molecules 2025 dataset. Energies are from wB97M-V/def2-TZVPD.

Structure (ORCA input):
```
! RIJCOSX wB97M-V def2-TZVPD def2/J DEFGRID3
* xyz 0 1
C 0.9330 0.8283 1.1771
C 0.8158 -0.0407 -0.0695
C 2.0567 -0.9363 -0.1854
N 0.6951 0.8503 -1.2294
C -0.5164 -1.0376 -0.0463
C -1.8191 -0.3062 0.1052
N -2.0783 0.5967 -0.9442
O -1.9842 0.1817 1.4093
H 0.0863 1.5052 1.2515
H 0.9479 0.2105 2.0714
H 1.8525 1.4202 1.1509
H 2.9648 -0.3326 -0.2652
H 2.1559 -1.5769 0.6889
H 1.9959 -1.5731 -1.0691
H 1.4810 1.4957 -1.2640
H 0.7048 0.3084 -2.0880
H -0.3718 -1.7229 0.7842
H -0.4967 -1.5431 -1.0087
H -2.4723 -1.3205 -0.0183
H -1.2448 1.1540 -1.1538
H -2.8821 1.1899 -0.7770
H -2.8240 0.6490 1.4807
*
```

Summary:
SMILES string: CC(C)(N)C[C@H](N)O

Entry 2:
Here is an isolated molecule of C4H10N2O from the Open Molecules 2025 dataset. Energies are from wB97M-V/def2-TZVPD.

Structure (ORCA input):
```
! RIJCOSX wB97M-V def2-TZVPD def2/J DEFGRID3
* xyz 0 1
N 1.9849 -1.4824 -0.6701
C 0.9329 -1.0249 -1.5766
C 0.1792 0.1983 -1.0818
C -0.2692 0.1327 0.3858
N -1.4139 -0.7097 0.5691
C -0.7866 1.5286 0.7447
O -0.7492 1.9790 1.8505
H 1.5786 -1.9115 0.1428
H 2.8406 -1.7514 -1.0977
H 0.9986 -0.9377 -2.6703
H 0.2367 -1.8833 -1.6608
H 0.7163 1.1215 -1.3056
H -0.7632 0.1129 -1.6414
H 0.5329 0.0040 1.1179
H -1.8824 -0.6267 1.4577
H -1.5292 -1.6069 0.1424
H -1.1830 2.0846 -0.1343
*
```

Summary:
SMILES string: NCC[C@H](N)C=O

Entry 3:
Here is a structure of composition C28H19ClFN2O9V from the Open Molecules 2025 dataset. Energies are from wB97M-V/def2-TZVPD.

Structure (ORCA input):
```
! RIJCOSX wB97M-V def2-TZVPD def2/J DEFGRID3
* xyz 2 1
V -0.4647 1.7526 -1.5820
O -2.8699 5.0077 0.9142
C -1.9298 4.6349 0.0463
O -0.7486 4.7390 0.1908
C -2.5482 4.1817 -1.2519
C -3.7379 4.7301 -1.6955
C -4.1441 4.5266 -3.0080
C -3.3103 3.8362 -3.8729
C -2.1720 3.2767 -3.3444
N -1.8230 3.3773 -2.0470
C -1.1522 2.5640 -4.1667
O -1.0994 2.4576 -5.3327
O -0.2148 2.0189 -3.2719
H -2.4361 5.3738 1.7050
H -4.3131 5.3488 -1.0219
H -5.0761 4.9461 -3.3626
H -3.5171 3.7348 -4.9299
C 2.2895 -2.3699 3.8708
C 3.2769 -1.3538 3.3210
C 4.6653 -1.9093 3.0587
C 4.6347 -2.9405 1.9410
C 4.0097 -2.3495 0.7060
C 4.3181 -2.8180 -0.5446
C 3.7316 -2.2663 -1.6917
F 4.0707 -2.7779 -2.8668
C 2.8454 -1.2377 -1.6344
C 2.5082 -0.7336 -0.3626
C 1.5773 0.3213 -0.2297
O 1.0759 0.8463 -1.3705
C 1.1973 0.7498 1.0266
C 1.8228 0.1843 2.1383
N 2.7206 -0.7685 2.0404
C 3.0827 -1.2891 0.7995
C 0.1184 1.7301 1.2897
O -0.2607 2.1301 2.3316
O -0.4869 2.0880 0.0899
H 2.7032 -2.8164 4.7741
H 2.0866 -3.1653 3.1527
H 1.3417 -1.8992 4.1344
H 3.3546 -0.5082 4.0036
H 5.0349 -2.3473 3.9844
H 5.3407 -1.0933 2.7923
H 4.0666 -3.8220 2.2472
H 5.6408 -3.2862 1.7089
H 5.0301 -3.6259 -0.6644
H 2.4009 -0.8334 -2.5310
H 1.5679 0.5299 3.1329
Cl -5.6781 -3.8152 1.4891
C -4.4637 -2.9779 0.6100
C -3.5322 -3.7059 -0.1237
C -2.5548 -3.0343 -0.8285
C -2.5199 -1.6389 -0.8005
C -3.4627 -0.9182 -0.0684
C -4.4364 -1.5892 0.6459
C -1.4494 -0.9840 -1.5403
O -0.4872 -1.4500 -2.0307
O -1.6000 0.4925 -1.5910
H -3.5870 -4.7852 -0.1410
H -1.8267 -3.5788 -1.4143
H -3.4361 0.1628 -0.0498
H -5.1741 -1.0530 1.2257
*
```

Entry 4:
Here is a cluster of 7 separate species, C6H26NO6 in total from the Open Molecules 2025 dataset. Energies are from wB97M-V/def2-TZVPD.

Structure (ORCA input):
```
! RIJCOSX wB97M-V def2-TZVPD def2/J DEFGRID3
* xyz 1 1
C -1.7344 2.9103 0.7708
C -0.5721 1.9232 0.4200
C -0.2618 1.2795 1.6668
C 1.1422 0.5433 1.6658
C 1.4724 -0.5067 0.9286
C 2.9263 -0.9105 0.9655
N -1.3062 0.7647 -0.4204
H -1.4077 3.8211 1.3479
H -2.1157 3.4540 -0.0555
H -2.4884 2.4313 1.3294
H 0.2647 2.2207 -0.2155
H -1.0955 0.7378 2.2121
H -0.1556 1.9988 2.5224
H 1.9582 1.2610 2.1100
H 0.7910 -1.0094 0.3427
H 3.4849 -0.1368 1.4586
H 3.2147 -1.1317 -0.0292
H 3.0544 -1.8866 1.5613
H -2.1740 1.2547 -0.8931
H -1.9414 0.2455 0.2161
H -0.5787 0.2307 -0.9437
H 2.0863 2.3400 -0.3778
H 2.0895 1.3560 -1.6389
O 2.6584 1.7867 -0.9917
H -1.3402 -1.4891 -4.0715
H -0.1933 -2.2951 -4.1624
O -0.4134 -1.3864 -4.1537
H -1.4202 -4.2011 1.5531
H -0.2186 -3.7123 2.4634
O -0.9368 -3.4272 1.8412
H -2.1169 -1.9412 2.7360
H -0.6717 -1.5142 2.6246
O -1.5610 -1.1600 2.8504
H 1.0544 1.6101 -3.7057
H 0.3584 0.3837 -3.2896
O 0.6060 1.3069 -2.8346
H -0.6461 -2.1382 -1.8539
H -1.1130 -1.9694 -0.3958
O -1.2748 -1.7083 -1.2627
*
```

Frontier orbital gap, record by record: 9.7 9.9 5.8 9.6 eV
LUMO, record by record: 0.9 0.9 -8.5 -2.9 eV